[1]
{"formula": "C21H25N5O5S", "method": "ωB97M-V with the def2-TZVPD basis set", "gap_ev": 9.0603, "lumo_ev": 0.08, "smiles": "CCCCOC(=O)c1ccc(NS(=O)(=O)c2cc(-c3nnnn3CC)ccc2OC)cc1", "elements": ["C", "C", "C", "C", "O", "C", "O", "C", "C", "C", "C", "N", "S", "O", "O", "C", "C", "C", "C", "N", "N", "N", "N", "C", "C", "C", "C", "C", "O", "C", "C", "C", "H", "H", "H", "H", "H", "H", "H", "H", "H", "H", "H", "H", "H", "H", "H", "H", "H", "H", "H", "H", "H", "H", "H", "H", "H"], "positions_angstrom": [[-3.94625, -1.39804, -1.75998], [-5.05099, -2.31802, -1.25243], [-5.01291, -2.53345, 0.26093], [-5.40879, -1.30400, 1.07844], [-4.45363, -0.24931, 1.00376], [-3.35186, -0.37678, 1.76010], [-3.15766, -1.30950, 2.50225], [-2.40947, 0.74795, 1.57166], [-2.68754, 1.80890, 0.71200], [-1.76603, 2.81822, 0.53460], [-0.55005, 2.79209, 1.21975], [0.39620, 3.78111, 1.01720], [2.03584, 3.39967, 1.02529], [2.64917, 4.36537, 0.16698], [2.49819, 3.29410, 2.37125], [2.11879, 1.76607, 0.28194], [2.84595, 0.78774, 0.91531], [2.96148, -0.47806, 0.34170], [3.73296, -1.49189, 1.03878], [3.72142, -1.69057, 2.34214], [4.55382, -2.68724, 2.58135], [5.08641, -3.11076, 1.51434], [4.59868, -2.39504, 0.49782], [5.09012, -2.57793, -0.84066], [5.80970, -1.33156, -1.34375], [2.29900, -0.73120, -0.85570], [1.55714, 0.25196, -1.48412], [1.46584, 1.52733, -0.92845], [0.77492, 2.56021, -1.45373], [0.07450, 2.36624, -2.66562], [-0.28377, 1.74930, 2.10859], [-1.20464, 0.73785, 2.27506], [-2.97048, -1.77779, -1.46198], [-3.97639, -1.33764, -2.84620], [-4.06184, -0.39698, -1.35466], [-6.02373, -1.90747, -1.53320], [-4.95107, -3.29182, -1.73783], [-4.01340, -2.84707, 0.56721], [-5.70942, -3.33177, 0.52442], [-5.52726, -1.59269, 2.12855], [-6.33951, -0.87040, 0.70558], [-3.62638, 1.83254, 0.18117], [-1.97603, 3.63728, -0.13805], [0.18213, 4.44627, 0.28945], [3.31874, 1.01344, 1.85773], [5.77957, -3.42382, -0.78810], [4.26288, -2.84058, -1.50565], [6.63095, -1.07698, -0.67815], [6.21215, -1.51935, -2.33502], [5.12858, -0.48486, -1.39670], [2.33284, -1.71488, -1.29879], [1.04846, 0.01469, -2.40443], [-0.70970, 1.61183, -2.55192], [-0.37852, 3.32804, -2.89787], [0.74967, 2.08258, -3.47732], [0.63994, 1.75664, 2.66364], [-1.00871, -0.08003, 2.95128]], "atomic_forces_ev_per_a": [[-0.2, -0.1, -0.1], [0.2, 0.0, 0.2], [-0.1, 0.4, -0.1], [-0.2, -0.7, 0.3], [0.2, 0.3, -0.1], [0.0, -0.2, 0.2], [0.0, 0.1, -0.1], [0.2, 0.2, 0.0], [0.0, -0.2, 0.1], [0.3, 0.2, 0.0], [-0.6, -0.7, 0.3], [1.0, 0.3, 0.0], [-0.1, 0.3, -0.3], [-0.2, 0.0, -0.2], [-0.2, -0.4, 0.1], [-0.1, 0.8, 0.2], [0.1, -0.2, 0.0], [-0.2, 0.3, -0.2], [0.6, -0.7, 0.0], [-0.8, 0.9, -0.4], [0.3, -0.4, 0.9], [0.7, -0.8, -0.7], [-1.0, 0.8, 0.9], [0.3, 0.0, -0.6], [-0.1, -0.2, 0.1], [0.1, 0.1, 0.3], [-0.2, 0.3, -0.2], [0.0, -0.1, -0.1], [0.2, -0.2, 0.0], [-0.1, -0.1, -0.2], [-0.1, 0.1, 0.0], [-0.3, -0.1, -0.1], [0.1, 0.0, 0.0], [0.1, 0.0, -0.1], [0.1, 0.1, 0.0], [-0.1, -0.1, -0.1], [-0.1, 0.0, 0.0], [0.0, -0.1, 0.1], [0.0, 0.0, 0.1], [-0.1, 0.1, -0.2], [0.1, 0.0, 0.0], [-0.1, 0.0, 0.0], [0.0, 0.1, -0.1], [0.2, 0.0, -0.1], [0.1, 0.0, 0.1], [-0.2, 0.1, 0.0], [0.1, -0.1, 0.1], [0.1, 0.0, 0.0], [0.0, 0.0, -0.1], [0.0, 0.1, 0.0], [0.0, -0.1, 0.0], [-0.1, 0.0, -0.1], [0.0, 0.0, 0.0], [0.0, -0.1, 0.0], [0.0, 0.0, 0.0], [0.0, -0.1, 0.2], [0.0, -0.1, 0.1]], "mulliken_charge": [-0.978, -0.505, -0.490, -0.660, -0.320, 0.566, -0.646, 0.224, -0.681, -0.880, 0.257, -0.373, 1.446, -0.743, -0.688, -0.134, -0.488, 0.432, -0.311, -0.271, -0.657, -0.413, 0.747, -0.421, -0.973, -0.872, -0.704, 1.200, -0.316, -0.982, 0.024, -0.838, 0.293, 0.426, 0.158, 0.290, 0.313, 0.283, 0.363, 0.383, 0.377, 0.476, 0.381, 0.324, 0.640, 0.368, 0.236, 0.343, 0.372, 0.228, 0.475, 0.481, 0.323, 0.260, 0.397, 0.720, 0.536]}



[2]
{"formula": "C14H40N2O8", "method": "ωB97M-V with the def2-TZVPD basis set", "gap_ev": 8.7934, "lumo_ev": 0.12, "smiles": "COCCNCCOC.COCCNCCOC.OCCO.O.O", "elements": ["C", "O", "C", "C", "N", "C", "C", "O", "C", "H", "H", "H", "H", "H", "H", "H", "H", "H", "H", "H", "H", "H", "H", "H", "C", "O", "C", "C", "N", "C", "C", "O", "C", "H", "H", "H", "H", "H", "H", "H", "H", "H", "H", "H", "H", "H", "H", "H", "O", "C", "C", "O", "H", "H", "H", "H", "H", "H", "O", "H", "H", "O", "H", "H"], "positions_angstrom": [[-3.29301, 5.29008, -2.29172], [-2.98296, 4.00097, -1.83161], [-4.16904, 3.34438, -1.41152], [-3.94533, 1.89012, -0.97041], [-4.14797, 0.85820, -1.94452], [-4.37041, -0.46194, -1.35280], [-3.21797, -1.05124, -0.52086], [-3.87305, -1.70938, 0.58883], [-3.06062, -2.69670, 1.15957], [-2.38380, 5.86105, -2.47095], [-3.93263, 5.82964, -1.58347], [-3.84305, 5.27229, -3.24263], [-4.85710, 3.33340, -2.27260], [-4.62906, 3.91845, -0.59652], [-4.54390, 1.74434, -0.07006], [-2.91260, 1.89544, -0.57117], [-3.39370, 0.79585, -2.61477], [-4.58133, -1.12289, -2.20011], [-5.29789, -0.51505, -0.78211], [-2.57880, -0.30159, -0.06016], [-2.67580, -1.76413, -1.14220], [-2.95496, -3.57856, 0.51547], [-3.51168, -3.01820, 2.10272], [-2.04424, -2.37107, 1.42586], [0.62301, 3.20172, -1.80149], [1.30922, 2.32968, -0.92389], [0.40631, 1.48628, -0.23562], [1.20444, 0.35987, 0.42541], [0.30256, -0.49856, 1.16046], [0.96162, -1.38597, 2.12597], [1.22271, -0.77319, 3.52236], [2.61515, -0.72033, 3.77135], [2.99904, -0.38711, 5.09725], [1.34804, 3.57263, -2.52776], [0.25534, 4.13680, -1.35572], [-0.22983, 2.66328, -2.21715], [-0.19683, 1.00468, -1.01261], [-0.15511, 2.00797, 0.54694], [2.00732, 0.76235, 1.06466], [1.78872, -0.08778, -0.38252], [-0.47508, -0.01310, 1.58435], [1.78942, -1.86517, 1.61251], [0.19641, -2.13050, 2.38103], [0.66745, -1.32160, 4.29282], [0.87385, 0.27491, 3.54101], [2.13510, -0.32023, 5.76150], [3.61565, 0.51075, 5.10401], [3.60976, -1.21843, 5.46736], [6.34560, -1.86979, -1.40240], [5.02583, -2.08141, -1.98007], [3.92818, -1.31100, -1.25996], [3.78279, 0.06491, -1.56395], [6.25455, -2.24758, -0.52067], [5.09791, -1.80207, -3.02602], [4.81483, -3.14486, -1.83744], [3.88884, -1.40393, -0.16332], [2.98480, -1.80481, -1.52119], [4.61192, 0.47950, -1.29367], [3.07653, -4.18314, 0.31830], [3.12869, -5.14652, 0.30686], [3.99105, -3.89073, 0.39302], [0.23903, -3.03301, -0.73299], [0.02213, -2.34348, -0.07976], [1.13396, -3.31448, -0.50124]], "atomic_forces_ev_per_a": [[-0.2, 0.3, -0.4], [0.2, -0.2, 0.2], [-0.6, -0.5, -0.8], [1.5, 1.3, 0.9], [-0.7, -0.4, 0.1], [0.2, -0.1, -0.9], [-1.6, -0.2, 0.7], [0.6, -0.1, -0.5], [0.2, -0.6, 0.6], [0.1, -0.2, 0.2], [0.1, 0.0, 0.1], [0.0, -0.2, 0.0], [-0.2, 0.0, 0.3], [0.0, 0.0, 0.0], [-0.4, -0.4, -0.3], [0.0, -0.1, 0.0], [0.1, 0.2, 0.0], [0.2, -0.1, 0.1], [0.1, 0.5, 0.3], [0.4, 0.2, -0.4], [0.4, 0.0, 0.2], [0.0, 0.1, -0.1], [-0.2, 0.0, -0.2], [-0.1, 0.3, -0.3], [0.3, 0.4, 0.1], [-0.3, 0.4, 0.4], [1.2, -0.7, -0.1], [0.5, 1.2, 0.0], [0.5, -1.0, -0.4], [-2.0, 0.3, 0.6], [0.9, 1.0, -0.6], [0.2, -0.3, 0.1], [0.1, -0.8, -0.2], [-0.1, -0.5, -0.3], [-0.2, -0.4, 0.6], [0.0, 0.3, -0.5], [-0.7, 0.1, 0.4], [-0.4, 0.2, -0.3], [-0.3, 0.3, 0.2], [-0.5, -0.7, 0.1], [0.1, 0.2, 0.0], [0.3, 0.0, 0.5], [0.3, -0.4, -0.5], [0.3, -0.1, 0.0], [-0.4, -0.2, -0.1], [0.0, 0.3, 0.0], [-0.2, 0.2, 0.0], [0.0, 0.1, 0.1], [-0.8, 0.1, -0.2], [0.7, 0.2, 1.4], [-1.2, -0.2, 0.0], [0.7, -0.3, -0.2], [0.4, 0.2, 0.0], [-0.2, -0.1, -0.1], [-0.3, -0.1, -0.5], [0.8, -0.3, 0.0], [0.0, 0.2, -0.4], [-0.2, 0.2, -0.1], [0.1, -0.1, 0.0], [-0.1, 0.1, 0.0], [-0.1, 0.0, 0.0], [0.0, 0.1, 0.2], [0.1, 0.0, -0.3], [-0.1, 0.0, 0.0]], "mulliken_charge": [-0.809, -0.163, -0.852, -0.011, -0.369, -1.115, 0.549, -0.411, -0.400, 0.230, 0.320, 0.317, 0.356, 0.381, 0.434, -0.118, 0.286, 0.323, 0.400, -0.178, 0.309, 0.304, 0.306, -0.065, -0.682, -0.358, -0.437, -0.401, 0.123, -0.573, -0.459, -0.319, -0.777, 0.283, 0.248, 0.316, 0.261, 0.361, 0.221, -0.166, 0.313, 0.164, 0.280, 0.489, 0.336, 0.357, 0.241, 0.233, -0.535, -0.665, 0.046, -0.488, 0.320, 0.357, 0.291, 0.238, 0.220, 0.264, -0.542, 0.271, 0.276, -0.693, 0.288, 0.277]}



[3]
{"formula": "C13H15N", "method": "ωB97M-V with the def2-TZVPD basis set", "gap_ev": [7.7084, 7.7068], "lumo_ev": [0.59, 0.59], "elements": ["C", "C", "C", "C", "C", "C", "C", "C", "C", "C", "C", "C", "C", "N", "H", "H", "H", "H", "H", "H", "H", "H", "H", "H", "H", "H", "H", "H", "H"], "positions_angstrom": [[0.33385, 2.36546, 2.04642], [-0.14233, 2.54333, 0.72992], [-0.20498, 1.29980, 2.72276], [-0.90075, 1.53743, 0.07913], [-1.09578, 0.37142, 2.26310], [-1.48006, 0.47627, 0.83549], [1.77516, -1.49427, -1.44912], [1.36504, -0.26175, -1.49333], [0.44955, -1.23430, -0.88894], [2.87823, -2.44635, -1.54869], [1.68894, 1.07430, -1.94427], [-3.10493, -1.51640, 0.63038], [-2.15260, -0.50343, 0.02125], [-0.59864, -1.72526, -0.51308], [0.84705, 3.13108, 2.53922], [0.16814, 3.21785, 0.10368], [0.03350, 1.20428, 3.75916], [-1.08248, 1.66646, -0.93544], [-1.51731, -0.43009, 2.80684], [3.13926, -3.00190, -0.63050], [3.72666, -1.77503, -1.66730], [2.80471, -3.13271, -2.39317], [2.28468, 0.89378, -2.80326], [2.35920, 1.77137, -1.32462], [0.71733, 1.73423, -2.08587], [-4.14143, -1.38054, 0.52747], [-2.85475, -1.70461, 1.62969], [-2.86003, -2.41983, -0.02485], [-2.43525, -0.26060, -0.99207]], "atomic_forces_ev_per_a": [[-2.3, 0.0, -2.6], [-1.0, -5.1, 2.6], [-0.1, -0.6, 1.9], [0.1, 0.3, 4.1], [-0.9, 0.7, -4.6], [2.0, 1.3, 0.4], [-1.0, -1.5, 1.3], [-0.8, 0.6, 1.2], [2.1, 1.3, -2.0], [1.3, 0.3, 0.0], [-1.0, 3.3, 0.7], [2.4, -1.4, -2.7], [0.9, -2.5, -0.1], [-4.1, -0.1, 2.1], [1.0, 0.8, 0.6], [1.9, 4.4, -2.9], [0.4, 0.0, 0.7], [-0.6, 0.0, -1.6], [-0.1, -0.5, 0.8], [-0.8, 0.1, -0.3], [0.6, -0.3, -0.5], [0.0, 0.1, 0.1], [0.2, 0.5, -1.4], [-1.0, -1.5, -0.2], [2.1, -1.5, -0.3], [-1.3, 0.9, -0.2], [0.3, -0.5, 1.4], [-0.5, 0.7, 1.3], [0.1, 0.6, 0.0]], "mulliken_charge": [-0.801, -0.756, -0.261, -0.591, -0.618, 0.512, -0.188, 0.387, 0.880, -1.184, -1.022, -1.312, -0.002, -0.700, 0.433, 0.639, 0.355, 0.731, 0.355, 0.300, 0.360, 0.264, 0.415, 0.199, 0.186, 0.363, 0.280, 0.326, 0.448]}



no.,calculated total energy (hartree)
1,-1863.3724
2,-1268.6835
3,-558.9026